(1)
85
Properties=species:S:1:pos:R:3:forces:R:3 method="wB97M-V/def2-TZVPD" e_tot_ha=-4637.831604 e_homo_ha="-0.0928 / -0.1376" charge=-1 spin_multiplicity=2 lumo_ha="0.0798 / 0.0804" s_squared=0.82 orbital_gap_ev="4.7 / 5.9"
Ti -0.0186 0.1229 -0.0665 -0.412 -0.641 0.051
C 3.3276 0.0979 3.4737 -0.007 -0.047 -0.013
C 2.6631 1.2903 2.7869 -0.071 0.024 0.035
C 3.4546 1.7901 1.6107 0.037 0.007 -0.034
C 4.4508 2.7446 1.8083 -0.035 0.032 0.003
C 5.2301 3.2040 0.7608 0.023 0.011 -0.001
C 5.0128 2.7111 -0.5165 -0.031 0.011 -0.008
C 4.0335 1.7542 -0.7567 -0.050 0.005 0.059
C 3.8200 1.2477 -2.1611 -0.048 0.005 -0.025
C 4.8142 0.1561 -2.5545 0.022 -0.027 0.013
C 3.2633 1.2857 0.3197 0.201 -0.042 0.001
N 2.3030 0.2650 0.0391 -0.147 0.194 -0.097
C 2.7414 -0.9482 -0.0257 -0.021 -0.165 -0.031
C 1.9226 -1.9696 -0.5665 0.245 -0.055 -0.062
C 2.1393 -3.3328 -0.7517 -0.120 0.056 -0.072
C 1.0096 -3.8044 -1.4346 0.004 0.009 -0.015
C 0.1671 -2.7077 -1.6197 0.061 -0.021 0.003
N 0.7201 -1.5887 -1.1143 -0.278 0.065 0.486
H 2.7194 -0.2525 4.3089 0.004 0.004 0.005
H 4.3220 0.3515 3.8483 0.001 0.017 -0.004
H 3.4340 -0.7349 2.7754 -0.011 0.001 0.022
H 2.5356 2.1106 3.4988 0.054 -0.021 0.025
H 1.6702 0.9933 2.4585 0.002 -0.002 -0.030
H 4.6065 3.1308 2.8097 -0.006 -0.004 0.003
H 5.9961 3.9495 0.9359 -0.002 0.000 -0.001
H 5.6036 3.0768 -1.3494 -0.002 0.000 -0.001
H 3.9065 2.0939 -2.8470 0.049 -0.014 -0.005
H 2.8035 0.8678 -2.2671 0.004 0.002 0.008
H 5.8432 0.5062 -2.4503 -0.003 0.009 -0.002
H 4.6613 -0.1574 -3.5879 -0.004 0.005 -0.002
H 4.6985 -0.7244 -1.9200 0.002 0.000 -0.018
H 3.7497 -1.2085 0.3006 0.039 0.134 -0.032
H 3.0015 -3.8950 -0.4284 0.017 -0.001 -0.019
H 0.8192 -4.8114 -1.7695 0.000 -0.005 0.013
H -0.8063 -2.6806 -2.0862 0.004 -0.011 -0.006
C -4.3343 -6.7037 -4.2149 -0.011 -0.009 0.006
O -4.0673 -5.3610 -4.5321 -0.004 0.012 -0.001
C -4.8076 -4.4085 -3.8669 -0.050 -0.058 0.045
C -4.4865 -3.0818 -4.1376 0.003 0.044 -0.017
C -5.1538 -2.0502 -3.5098 0.025 -0.063 -0.001
C -6.1834 -2.3063 -2.5837 0.161 -0.098 -0.047
C -6.5124 -3.6463 -2.3574 -0.040 0.149 0.043
C -5.8345 -4.6892 -2.9750 0.052 -0.033 -0.063
N -6.9542 -1.3287 -1.9624 -0.156 -0.044 0.020
N -6.4848 -0.1229 -1.7838 -0.144 0.087 0.065
C -5.1879 0.1605 -1.5226 0.115 0.148 -0.073
C -4.7432 1.4660 -1.8429 -0.083 -0.032 -0.017
C -3.4256 1.8776 -1.7182 0.098 -0.126 -0.037
C -2.4749 0.9982 -1.2156 -0.260 -0.081 0.043
O -1.1518 1.2393 -1.0638 0.624 0.116 0.321
C -2.8989 -0.2439 -0.7370 0.064 0.246 -0.009
N -1.9180 -0.9474 -0.1011 0.271 -0.184 -0.218
C -2.2177 -2.1148 0.4535 -0.168 0.077 0.059
C -3.5126 -2.6146 0.4452 0.119 -0.005 0.030
C -4.5192 -1.9056 -0.1999 -0.078 -0.007 -0.022
C -4.2379 -0.7009 -0.8436 0.093 -0.090 0.013
H -3.6370 -7.3027 -4.7968 -0.001 -0.002 0.002
H -5.3584 -6.9879 -4.4805 0.002 0.004 -0.003
H -4.1800 -6.9045 -3.1494 0.006 0.001 -0.003
H -3.6974 -2.8778 -4.8515 0.001 0.008 0.006
H -4.8824 -1.0287 -3.7387 0.002 0.019 0.012
H -7.3245 -3.8564 -1.6710 0.008 -0.012 0.004
H -6.1233 -5.7071 -2.7517 0.011 -0.007 -0.005
H -5.4840 2.1355 -2.2609 0.005 0.003 0.000
H -3.1297 2.8725 -2.0272 0.019 0.005 0.006
H -1.4030 -2.6394 0.9370 -0.004 -0.013 0.003
H -3.7250 -3.5527 0.9382 -0.001 -0.001 0.002
H -5.5305 -2.2852 -0.1888 0.004 0.014 -0.021
Cl 1.3971 6.1775 -0.4145 0.000 0.053 -0.009
C 1.8045 4.4851 -0.0860 0.086 -0.142 0.089
Cl 1.2725 3.4069 -1.3782 -0.185 0.105 -0.043
H 1.3083 4.1865 0.8307 -0.032 0.002 -0.017
H 2.8815 4.4031 0.0053 0.002 -0.009 -0.004
Cl -0.2584 -2.3206 3.5884 0.014 -0.060 0.001
C -0.9675 -0.7498 3.8068 -0.007 0.149 -0.036
C -1.6791 -0.4952 4.9626 0.021 -0.023 -0.022
C -2.2176 0.7650 5.1778 -0.005 -0.001 0.021
C -2.0307 1.7591 4.2304 0.005 0.014 -0.025
C -1.3263 1.4863 3.0726 -0.014 -0.081 0.132
Cl -1.1241 2.7590 1.9087 0.044 0.004 -0.061
C -0.7710 0.2174 2.7934 -0.059 -0.202 0.194
N -0.0753 -0.0556 1.6712 -0.066 0.585 -0.635
H -1.8043 -1.2888 5.6867 -0.002 0.014 0.015
H -2.7786 0.9719 6.0788 -0.003 -0.005 0.000
H -2.4384 2.7503 4.3745 -0.005 -0.002 0.010

=====

(2)
59
Properties=species:S:1:pos:R:3:forces:R:3 method="wB97M-V/def2-TZVPD" e_tot_ha=-1993.019431 e_homo_ha=-0.2925 lumo_ha=0.0062 orbital_gap_ev=8.1
O 2.3912 -3.0499 -0.4474 0.203 -0.214 -0.187
C 1.8989 -2.0366 0.0096 0.092 0.406 -0.085
C 2.4202 -0.6529 -0.3743 0.190 -0.266 -0.100
C 3.4043 -0.1713 0.6996 -0.218 0.170 -0.062
C 3.7970 1.2840 0.4120 0.183 0.018 0.274
N 3.8561 1.5181 -1.0130 0.184 -0.218 0.252
C 3.2263 2.5417 -1.6017 -0.370 0.935 0.247
N 3.0802 2.6815 -2.8792 0.712 -1.471 0.169
N 2.4668 3.8022 -3.2366 -0.883 1.604 -0.436
C 2.1225 4.5592 -2.2622 0.737 -1.289 0.742
N 1.4742 5.7511 -2.3895 -0.398 0.700 -0.222
C 1.0953 6.5887 -1.3730 -0.087 0.208 0.363
C 0.4778 7.6724 -1.9188 0.019 -0.020 0.146
C 0.4782 7.4933 -3.3245 0.031 -0.069 -0.079
C 1.0950 6.3083 -3.5851 -0.084 0.096 -0.380
S 2.5631 3.9052 -0.6672 0.033 -0.153 -0.905
C 4.2306 0.3661 -1.8073 -0.032 -0.224 -0.279
C 3.1439 -0.7144 -1.7280 0.031 0.060 0.010
N 0.9075 -2.0939 0.9328 -0.279 -0.232 0.296
C 0.1399 -1.0131 1.5031 -0.261 0.302 -0.162
C -1.3062 -1.1103 1.0018 0.172 0.209 0.170
N -1.8648 -2.3899 1.3776 0.462 -0.004 0.017
C -3.2000 -2.5197 1.6972 -0.591 -0.181 0.085
C -3.8327 -1.5679 2.5111 0.026 0.038 -0.064
C -5.1510 -1.7080 2.8875 -0.016 0.007 -0.053
C -5.8961 -2.8039 2.4815 0.020 -0.237 -0.147
C -5.2787 -3.7524 1.6828 -0.141 0.082 0.127
C -6.0280 -4.9569 1.1925 -0.153 -0.341 -0.186
F -6.1675 -4.9579 -0.1489 0.086 0.163 -0.102
F -7.2628 -5.0652 1.6983 -0.108 0.199 0.183
F -5.3932 -6.1075 1.4925 0.191 0.010 0.106
C -3.9570 -3.6202 1.2848 0.056 0.150 0.022
C -1.1079 -3.4893 0.8179 0.227 -0.053 0.189
C 0.3470 -3.3825 1.2878 -0.033 -0.413 -0.208
H 1.5915 0.0560 -0.4496 0.030 -0.011 0.043
H 4.2806 -0.8201 0.6804 0.013 -0.045 0.051
H 2.9661 -0.2367 1.6962 0.067 -0.014 0.053
H 3.0602 1.9640 0.8494 0.041 -0.104 0.025
H 4.7722 1.5089 0.8626 -0.119 0.023 0.074
H 1.2995 6.3404 -0.3497 0.027 -0.024 0.159
H 0.0682 8.5059 -1.3840 -0.051 0.117 0.158
H 0.0679 8.1682 -4.0488 -0.051 0.074 -0.185
H 1.3054 5.8000 -4.5034 0.044 -0.100 -0.144
H 4.3756 0.6959 -2.8349 0.106 -0.074 0.109
H 5.1801 -0.0058 -1.4138 -0.003 0.005 -0.073
H 3.5909 -1.7026 -1.8444 -0.052 0.049 -0.029
H 2.4202 -0.5731 -2.5307 0.009 -0.023 -0.043
H 0.5571 -0.0415 1.2507 0.041 -0.032 -0.002
H 0.1485 -1.1230 2.5943 -0.019 0.079 -0.062
H -1.9003 -0.2972 1.4138 0.021 -0.034 -0.032
H -1.3021 -1.0123 -0.0963 -0.005 0.080 0.043
H -3.2774 -0.7168 2.8737 0.075 0.055 0.046
H -5.6063 -0.9591 3.5170 -0.020 0.081 0.068
H -6.9253 -2.9200 2.7784 -0.083 -0.024 0.027
H -3.5381 -4.3742 0.6381 0.090 -0.051 -0.063
H -1.5115 -4.4347 1.1778 -0.007 0.020 -0.050
H -1.1358 -3.4785 -0.2820 -0.022 -0.070 0.013
H 0.9552 -4.1546 0.8154 -0.090 0.080 0.117
H 0.3876 -3.4973 2.3761 -0.041 -0.030 -0.043

=====

(3)
18
Properties=species:S:1:pos:R:3:forces:R:3 method="wB97M-V/def2-TZVPD" e_tot_ha=-418.409028 e_homo_ha=-0.3546 e_above_lowest_kcal_mol=32.59 lumo_ha=0.0281 orbital_gap_ev=10.4
H 1.8822 -1.0317 2.4066 0.177 -0.052 -0.202
N 1.7117 -0.1766 1.8817 -0.221 0.317 0.293
C 1.7499 -0.3131 0.6254 -0.750 0.159 -0.142
N 2.0201 -1.4144 -0.1191 0.015 -0.054 -0.312
C 1.4346 0.9073 -0.2768 2.400 -0.113 -0.350
O 1.5612 0.8432 -1.4795 -0.734 -0.101 0.341
O 1.3898 2.0489 0.3954 -0.545 0.170 0.392
H 1.9437 -1.3330 -1.1207 0.006 -0.070 0.094
H 2.1098 -2.3199 0.3071 -0.003 0.122 -0.025
H 1.4068 2.8007 -0.2190 -0.103 -0.334 -0.118
C -1.4543 -0.2751 -0.3900 0.535 0.311 0.734
C -2.8602 0.2751 -0.2148 0.111 -0.120 -0.067
H -1.0309 0.0393 -1.3416 0.068 -0.060 -0.056
H -1.4483 -1.3627 -0.3435 0.029 -0.087 -0.089
H -0.7700 0.0812 0.4237 -0.713 -0.267 -0.599
H -2.8466 1.3624 -0.1838 -0.088 0.075 0.044
H -3.4860 -0.0319 -1.0519 -0.113 0.029 0.003
H -3.3136 -0.0998 0.7008 -0.072 0.076 0.061

=====

(4)
56
Properties=species:S:1:pos:R:3:forces:R:3 method="wB97M-V/def2-TZVPD" e_tot_ha=-1348.696215 e_homo_ha=-0.2825 e_above_lowest_kcal_mol=403.70 lumo_ha=0.0176 orbital_gap_ev=8.2
C -3.1609 -2.5816 3.2078 1.005 1.207 0.460
C -3.9866 -3.1573 2.0538 -2.762 -0.948 0.791
O -4.1472 -2.5030 0.7419 -9.296 2.752 7.881
C -3.2005 -2.5885 0.0753 9.244 -0.160 -8.785
O -2.3509 -3.4380 0.3522 1.370 1.261 -2.009
N -3.2832 -1.6903 -1.1880 -0.693 -2.011 6.080
C -4.2642 -0.6055 -1.2948 2.891 1.488 4.364
C -3.5392 0.9087 -1.0722 5.486 -9.606 -1.432
N -2.5629 0.8644 -2.2220 3.371 -0.986 0.303
C -1.7788 2.2010 -2.3423 -6.108 -0.440 1.843
C -1.3062 2.6768 -0.8912 0.086 -1.547 -8.537
N -1.9745 3.6985 -0.5755 -1.060 2.065 7.799
C -1.4762 3.9783 0.9912 6.273 -8.034 -11.054
N -2.0069 4.8556 1.5351 -6.787 9.641 6.602
N -0.2660 3.5923 1.3561 -1.274 1.185 2.696
C 0.2356 2.6591 0.6946 5.181 -5.941 -5.253
N 1.4362 2.0668 1.1573 -0.441 -0.645 -1.744
C 2.4452 1.1134 0.6306 -6.229 1.535 -4.364
C 3.5090 0.9237 1.3081 5.190 -3.680 3.049
C 4.3986 -0.1462 0.8165 3.263 6.416 12.082
C 4.3214 -0.7021 -0.2730 -2.747 -3.543 -6.452
O 5.1203 -1.6706 -0.5438 -3.596 -2.033 -7.398
C 6.2765 -2.0109 -0.0971 3.384 -2.670 1.014
C 7.2967 -0.8976 -0.1661 2.306 -2.818 0.951
C 3.1776 -0.5257 -1.1165 -1.980 3.055 -1.311
C 2.2406 0.4674 -0.6780 2.049 -0.458 0.169
N -0.1619 2.1148 -0.7203 2.038 1.146 7.583
C -1.4561 -0.4665 -2.0310 0.276 11.402 7.181
C -2.1590 -1.5520 -1.9854 -3.213 -10.381 -2.606
H -2.1225 -2.6643 2.8524 -0.041 0.778 0.401
H -3.1467 -3.2649 4.1333 -0.665 0.839 -1.549
H -3.4583 -1.4672 3.5827 0.725 -2.756 -1.200
H -5.0148 -3.0849 2.3823 -0.401 -0.420 0.084
H -3.7597 -4.1866 1.7472 0.150 0.341 0.878
H -4.9358 -0.7654 -0.4386 -0.626 0.105 -1.154
H -4.4871 -0.6443 -2.2879 -1.986 0.252 -2.544
H -4.1552 1.5801 -1.2944 -5.208 5.914 -1.038
H -3.0312 0.8468 -0.1274 -0.064 0.592 0.813
H -1.0875 2.1289 -3.1557 0.524 0.239 -0.180
H -2.8089 2.8389 -2.5457 3.106 -0.690 -0.177
H -2.9026 5.0625 1.1456 -0.615 0.915 0.106
H -1.6214 5.3855 2.3299 -0.376 -0.650 -0.529
H 1.8748 2.3624 1.9827 -0.447 1.311 1.487
H 3.7036 1.1760 2.3660 -0.328 0.540 -0.804
H 5.4091 -0.4177 1.5882 -3.442 0.881 -2.337
H 6.5507 -3.1404 -0.5467 -0.238 3.271 0.853
H 5.9703 -2.1831 0.8727 1.144 -1.173 3.383
H 7.7198 -0.9563 -1.1539 -0.504 1.596 -0.913
H 6.9790 0.0042 0.4006 0.634 -0.481 -1.153
H 8.2075 -1.4211 0.2776 -0.879 1.106 0.514
H 3.1249 -0.8792 -2.2227 0.181 0.308 2.351
H 1.4796 0.9959 -1.2705 0.245 -1.202 0.048
H -0.6820 -0.3694 -2.6444 2.902 0.477 -2.892
H -1.0187 -0.2626 -0.8564 -0.790 -0.378 -3.036
H -1.4941 -2.4681 -1.9394 -0.627 0.736 0.589
H -2.6694 -1.7910 -2.9010 0.399 0.296 -1.905

=====

(5)
73
Properties=species:S:1:pos:R:3:forces:R:3 method="wB97M-V/def2-TZVPD" e_tot_ha=-4098.308165 e_homo_ha=-0.0611 e_above_lowest_kcal_mol=8.92 charge=-2 lumo_ha=0.1306 orbital_gap_ev=5.2
Sn 0.7875 -0.2995 1.5917 -0.070 0.136 0.091
S 0.2628 4.5020 2.0058 0.005 0.000 -0.020
C 1.6160 3.9040 2.8688 -0.004 -0.004 0.000
C 1.7752 2.5668 2.6939 -0.011 -0.020 0.002
C 0.8047 1.9625 1.8285 0.027 -0.044 0.071
C -0.0871 2.9029 1.3859 0.011 0.013 -0.057
C -1.2248 2.7512 0.4748 0.018 0.015 -0.001
C -2.2543 3.7065 0.4283 -0.012 -0.001 0.004
C -3.2927 3.5510 -0.4641 0.006 0.001 -0.002
C -3.3024 2.4442 -1.3038 0.003 0.007 0.000
C -2.2515 1.5515 -1.1913 -0.034 -0.033 -0.017
N -1.2441 1.6866 -0.3362 0.007 0.001 -0.001
H 2.2131 4.5696 3.4736 0.000 -0.004 0.002
H 2.5613 1.9964 3.1732 0.010 0.022 0.021
H -2.2302 4.5533 1.1008 0.001 -0.004 0.009
H -4.0895 4.2845 -0.5056 -0.002 -0.001 0.004
H -4.0932 2.2775 -2.0232 0.006 0.001 -0.004
H -2.1925 0.6844 -1.8448 -0.031 -0.021 0.028
S 3.9222 0.0224 5.7439 0.007 0.017 -0.012
Sb 2.8198 -1.2530 4.2165 -0.002 -0.027 0.019
S 0.4972 -0.6539 4.1044 0.008 -0.010 -0.049
S 3.2967 -0.4889 1.9806 -0.033 -0.020 -0.063
S 3.0428 -3.5247 4.3373 -0.012 0.017 -0.026
N 3.2543 -3.9020 0.4318 0.118 0.011 0.034
H 3.9314 -3.1442 0.4598 -0.020 0.016 -0.005
H 2.4244 -3.4793 0.0263 0.000 -0.044 -0.020
H 3.0344 -4.0425 1.4183 -0.002 0.002 -0.024
C -3.3107 -3.0300 5.2266 0.002 -0.002 0.004
C -2.8445 -2.9501 3.7989 -0.031 -0.007 0.004
C -3.5786 -2.2630 2.8401 0.048 0.006 0.008
C -3.1208 -2.1334 1.5367 -0.028 0.002 0.022
C -3.9472 -1.3323 0.5605 0.011 -0.004 0.000
C -1.9104 -2.7418 1.1719 -0.003 -0.037 -0.028
C -1.3901 -2.5158 -0.1989 0.041 0.064 0.083
O -0.6272 -3.2369 -0.8033 -0.069 -0.045 -0.038
C -1.1758 -3.4796 2.1171 -0.102 -0.024 0.063
C 0.1370 -4.1185 1.7974 0.081 0.013 -0.041
C -1.6534 -3.5487 3.4195 0.000 -0.053 -0.028
H -4.1818 -2.3954 5.3946 0.000 0.000 -0.002
H -2.5175 -2.7114 5.9045 0.016 0.020 -0.018
H -3.5796 -4.0548 5.4946 0.000 -0.005 0.002
H -4.5122 -1.7857 3.1221 -0.002 -0.003 0.000
H -4.8941 -1.0498 1.0217 -0.003 -0.005 -0.005
H -4.1698 -1.8922 -0.3501 0.009 0.010 -0.007
H -3.4375 -0.4137 0.2681 0.024 0.045 -0.017
H -1.7508 -1.5869 -0.6805 -0.018 -0.016 0.000
H 0.0294 -4.9254 1.0723 0.005 0.009 -0.007
H 0.6253 -4.4819 2.6991 -0.024 0.004 0.048
H 0.8062 -3.3822 1.3503 -0.023 0.023 -0.014
H -1.0448 -4.0528 4.1620 0.007 0.020 0.007
Te 0.9042 0.0060 -2.1139 0.045 -0.024 -0.128
C 1.0488 2.1091 -2.2899 0.045 -0.003 0.061
C 1.9066 2.8022 -1.4434 -0.041 0.007 0.062
C 1.9450 4.1919 -1.4738 -0.003 -0.012 0.009
C 1.1364 4.8912 -2.3556 -0.007 -0.001 -0.010
C 0.2849 4.2006 -3.2108 0.010 0.011 0.006
C 0.2372 2.8154 -3.1734 0.025 -0.024 -0.023
C 1.8910 -0.3060 -3.9772 -0.024 0.011 -0.005
C 1.2269 -0.9092 -5.0409 0.004 -0.017 0.009
C 1.8742 -1.1195 -6.2529 0.002 -0.003 0.001
C 3.1910 -0.7167 -6.4170 0.000 0.001 -0.002
C 3.8614 -0.1138 -5.3602 -0.001 0.001 0.001
C 3.2186 0.0807 -4.1462 -0.004 0.012 -0.007
H 2.5156 2.2623 -0.7286 0.011 0.000 0.002
H 2.5913 4.7213 -0.7851 0.001 -0.001 0.004
H 1.1569 5.9744 -2.3685 -0.001 -0.001 0.001
H -0.3577 4.7435 -3.8944 0.002 -0.002 0.000
H -0.4470 2.2787 -3.8201 0.003 0.001 -0.005
H 0.1955 -1.2174 -4.9197 -0.002 0.002 -0.001
H 1.3453 -1.5957 -7.0702 -0.001 0.000 0.001
H 3.6962 -0.8764 -7.3620 0.000 0.000 0.001
H 4.8931 0.1955 -5.4770 0.000 0.000 0.001
H 3.7516 0.5351 -3.3198 0.000 0.001 0.000